DFT (the ωB97M-V functional and the def2-TZVPD basis) results for a single C5H7NS2 molecule in a non-equilibrium geometry.

```
15
Properties=species:S:1:pos:R:3:forces:R:3:lowdin_charge:R:1
H -1.084 -0.988 1.572 0.015 -0.305 -1.007 0.109
C -0.003 1.550 -0.327 -0.152 -3.235 -0.893 -0.787
H -1.607 -1.910 0.084 -1.277 -0.964 0.132 0.068
C -0.285 -0.551 -0.443 1.941 -1.347 0.418 -0.365
C -0.797 -1.469 0.600 1.373 -0.467 2.039 -0.049
H -0.032 -1.204 -1.249 0.878 -0.251 -0.774 0.143
S 0.340 3.079 -0.311 0.110 1.607 0.255 0.778
C 1.959 0.483 0.646 0.174 -3.187 0.819 -0.637
H 2.153 1.503 0.813 0.612 1.280 0.150 0.013
H -2.085 0.709 -0.612 -0.706 0.011 1.006 0.111
H -0.005 -2.258 0.843 -1.158 1.050 -0.385 0.102
N 0.787 0.384 -0.028 -0.013 1.837 0.221 -0.093
C -1.068 0.587 -0.904 -1.277 3.371 -1.646 -0.114
S 2.908 -0.733 1.316 -1.211 1.316 -1.068 0.576
H -1.181 0.818 -2.000 0.692 -0.717 0.732 0.144
```
Forces are in eV/Å.

Summary:
energy above the lowest of the compared OMol25 structures with the same formula, charge and spin	1.4391	eV
spin multiplicity	1
orbital gap	7.9	eV
energy	-1045.79119	Ha
SMILES	C[C@H]1CC(=S)N1C=S
net charge	0
E_HOMO	-8.60	eV



DFT (the ωB97M-V functional and the def2-TZVPD basis) results for a single C5H7NS2 molecule in a non-equilibrium geometry.

```
15
Properties=species:S:1:pos:R:3:forces:R:3:lowdin_charge:R:1
C -1.238 -1.975 -0.669 -0.003 0.058 -0.466 -0.422
H 2.915 1.937 0.164 -0.120 0.314 -0.065 0.082
H -0.698 0.374 2.281 0.047 -0.360 -0.566 0.043
H -2.313 -1.768 -0.585 0.239 -0.093 0.265 0.039
H -1.110 -3.049 -0.889 0.042 0.503 0.196 0.038
H -0.866 -1.388 -1.528 0.034 -0.288 0.505 0.018
N 1.782 -0.376 -2.100 -0.282 0.618 0.816 0.173
H -2.150 -0.023 1.316 0.312 -0.135 0.094 0.031
S -0.783 1.287 -0.003 0.145 0.402 0.017 0.842
C -1.051 0.026 1.293 0.174 -0.260 -0.392 -0.774
S -0.330 -1.615 0.870 -0.617 0.507 0.098 0.735
C 1.853 2.094 0.341 -0.210 -0.717 -0.315 0.050
C 0.992 1.266 -0.274 -0.153 0.699 1.057 -0.626
H 1.546 2.873 1.031 -0.106 -0.236 -0.066 0.073
C 1.452 0.337 -1.248 0.499 -1.012 -1.177 -0.302
```
Forces are in eV/Å.

Summary:
energy above the lowest of the compared OMol25 structures with the same formula, charge and spin	1.1171	eV
spin multiplicity	1
orbital gap	8.9	eV
energy	-1045.80302	Ha
SMILES	C=C(C#N)SCSC
net charge	0
E_HOMO	-8.89	eV



DFT (the ωB97M-V functional and the def2-TZVPD basis) results for a molecular structure, C5H7NS2 in a non-equilibrium geometry.

```
15
Properties=species:S:1:pos:R:3:forces:R:3:lowdin_charge:R:1
C 1.044 -0.344 0.105 3.885 -2.266 0.093 -0.705
H 2.854 1.332 -0.085 0.186 -1.218 0.061 -0.146
S 0.049 1.810 -0.064 0.047 -0.553 0.390 0.890
N -2.157 0.026 -0.104 -1.402 2.332 -1.835 -0.031
H 0.711 0.312 -1.964 -0.773 -0.286 0.281 0.117
C 0.213 0.222 -0.982 0.262 0.422 -1.374 -0.512
H 0.985 -1.475 0.080 0.276 1.098 0.460 0.117
H -1.126 -1.503 -1.369 -0.404 -0.618 0.221 0.132
C -1.185 -0.443 0.824 0.676 -0.753 -1.549 -0.235
H 0.409 0.636 2.198 -0.016 -0.841 -1.635 0.133
C 0.191 0.348 1.115 -2.013 1.271 1.812 -0.407
H -1.613 -1.303 1.346 0.824 0.479 0.722 0.138
S 2.978 -0.055 -0.007 -2.148 1.211 0.243 0.636
C -1.038 -0.663 -0.711 -0.470 2.712 0.900 -0.258
H -2.316 1.097 -0.381 1.070 -2.989 1.209 0.132
```
Forces are in eV/Å.

Summary:
energy above the lowest of the compared OMol25 structures with the same formula, charge and spin	3.2521	eV
spin multiplicity	1
orbital gap	9.8	eV
energy	-1045.72456	Ha
net charge	0
E_HOMO	-9.18	eV



DFT (the ωB97M-V functional and the def2-TZVPD basis) results for a single C5H7NS2 molecule in a non-equilibrium geometry.

```
15
Properties=species:S:1:pos:R:3:forces:R:3:lowdin_charge:R:1
N 1.732 -1.990 -0.438 1.356 -1.229 -0.481 -0.840
S 0.208 -1.724 -0.681 1.850 0.550 1.693 0.930
H 0.492 0.553 -1.608 0.704 0.278 -1.741 0.081
H -2.044 2.324 -0.843 -1.133 -0.188 -0.486 0.063
S 3.032 -1.065 0.343 -1.862 -0.143 -0.273 0.566
C -0.576 -1.475 0.930 0.038 -0.459 -0.498 -0.231
C -1.065 -0.269 1.130 -0.183 -0.602 -2.562 -0.058
H 3.928 -1.207 -0.644 -0.199 -0.068 -0.140 -0.185
H -0.269 2.399 -0.899 -1.298 -0.559 0.422 0.108
H -0.651 -2.310 1.559 0.121 -1.011 0.883 0.067
C -0.068 -0.053 -0.976 -0.140 -1.163 -0.747 -0.301
C -1.176 1.958 -0.364 2.610 0.351 0.734 -0.036
C -0.909 0.488 -0.149 -0.727 2.642 1.512 -0.330
H -1.533 -0.005 2.023 -0.804 0.841 1.068 0.097
H -1.103 2.375 0.620 -0.334 0.760 0.616 0.068
```
Forces are in eV/Å.

Summary:
energy above the lowest of the compared OMol25 structures with the same formula, charge and spin	4.2405	eV
spin multiplicity	1
orbital gap	7.7	eV
energy	-1045.68824	Ha
net charge	0
E_HOMO	-7.76	eV



DFT (the ωB97M-V functional and the def2-TZVPD basis) results for a molecular structure, C5H7O3Rb in a non-equilibrium geometry.

```
16
Properties=species:S:1:pos:R:3:forces:R:3:lowdin_charge:R:1
H 2.298 2.679 -3.468 0.188 -0.078 0.327 0.049
O -1.497 -2.143 1.152 -0.627 -0.042 1.295 -0.183
H -0.796 -0.492 2.306 -0.062 -0.256 -0.346 0.087
Rb -3.801 -3.861 -0.148 0.802 0.537 -0.078 1.005
O -1.492 -2.433 -1.018 -0.491 -0.644 0.138 -0.180
C -0.935 -1.580 2.352 0.161 -0.071 -0.487 -0.086
C -0.817 -1.985 -0.058 0.753 1.030 -0.955 -0.824
H 0.049 -2.028 2.553 -0.345 0.070 0.100 0.090
H 2.251 1.028 -2.580 0.089 0.852 0.264 0.076
C 1.586 2.701 -1.499 -0.307 -0.722 0.476 -0.194
C 2.140 2.130 -2.537 -0.526 -0.114 -0.443 -0.021
O 0.266 -1.399 -0.056 -0.475 -0.445 0.407 0.013
H -1.666 -1.782 3.143 0.295 -0.167 -0.089 0.077
H -0.102 2.864 -0.271 0.318 0.287 -0.200 0.059
H 1.543 3.270 0.514 -0.188 0.169 -0.360 0.054
C 0.972 3.030 -0.387 0.414 -0.406 -0.048 -0.021
```
Forces are in eV/Å.

Summary:
energy above the lowest of the compared OMol25 structures with the same formula, charge and spin	0.0000	eV
spin multiplicity	1
orbital gap	7.0	eV
energy	-444.47127	Ha
net charge	0
E_HOMO	-8.02	eV



DFT (the ωB97M-V functional and the def2-TZVPD basis) results for a molecular structure, C5H7OP in a non-equilibrium geometry.

```
14
Properties=species:S:1:pos:R:3:forces:R:3:lowdin_charge:R:1
H 1.072 -2.282 -0.728 1.086 -1.624 -0.865 0.062
H -0.057 2.180 1.079 -0.311 1.868 0.896 0.075
H 1.629 0.645 0.533 1.117 0.059 0.472 0.094
C -0.355 1.534 0.318 3.289 -0.466 0.346 -0.191
O -3.508 -0.723 -0.379 -1.544 -0.632 -1.150 -0.421
H -2.499 2.038 0.038 0.704 0.104 0.079 0.094
H -1.706 1.177 -1.290 0.266 0.588 -0.408 0.085
C 0.657 0.543 0.154 -5.363 0.911 -1.440 -0.146
P -2.211 -0.385 0.171 4.088 0.907 1.268 0.907
C 0.903 -1.807 0.194 -2.232 0.059 -1.946 -0.119
H 1.754 -1.507 0.726 1.179 0.188 0.622 0.063
H 0.210 -2.368 0.746 -0.406 -1.414 1.151 0.053
C 0.095 -0.647 -0.260 0.937 0.450 1.558 -0.196
C -1.660 1.372 -0.214 -2.811 -0.997 -0.582 -0.358
```
Forces are in eV/Å.

Summary:
energy above the lowest of the compared OMol25 structures with the same formula, charge and spin	1.8652	eV
spin multiplicity	3
orbital gap (spin up / spin down)	7.5 / 7.5	eV
energy	-611.12982	Ha
net charge	0
E_HOMO (spin up / spin down)	-6.91 / -9.49	eV



DFT (the ωB97M-V functional and the def2-TZVPD basis) results for 2 unconnected molecules or ions with the total composition C5H7P in a non-equilibrium geometry.

```
13
Properties=species:S:1:pos:R:3:forces:R:3:lowdin_charge:R:1
C -2.272 0.215 0.148 2.192 -1.072 0.220 -0.055
H -0.704 1.280 1.155 0.857 2.089 1.400 -0.005
C 0.628 -2.019 -0.078 0.424 -1.543 -1.453 -0.136
H -3.017 0.907 0.197 -2.110 2.070 0.350 0.019
C 1.727 1.535 -0.385 -0.587 -0.960 -0.632 -0.374
C 0.856 -0.768 0.203 -2.222 1.140 0.564 -0.472
H -0.253 -2.513 0.326 -0.050 -0.165 -0.658 0.046
C -1.129 0.457 0.732 1.983 -3.598 -2.046 0.024
H 0.785 1.473 -1.013 1.024 0.353 1.296 0.024
H 1.324 -2.545 -0.845 -1.019 0.436 1.857 0.087
H 2.163 2.488 -0.206 0.547 0.685 -0.459 -0.039
H -2.513 -0.623 -0.454 0.128 -1.021 -0.332 0.045
P 2.405 0.114 0.221 -1.166 1.587 -0.107 0.836
```
Forces are in eV/Å.

Summary:
energy above the lowest of the compared OMol25 structures with the same formula, charge and spin	5.3528	eV
spin multiplicity	1
orbital gap	7.7	eV
energy	-535.81780	Ha
net charge	0
E_HOMO	-8.25	eV



DFT (the ωB97M-V functional and the def2-TZVPD basis) results for 2 unconnected molecules or ions with the total composition C5H7P in a non-equilibrium geometry.

```
13
Properties=species:S:1:pos:R:3:forces:R:3:lowdin_charge:R:1
C 0.381 -1.877 0.446 -0.446 0.061 -1.421 -0.014
C -0.888 -2.058 0.399 1.908 -2.362 0.630 -0.063
C 1.508 -0.920 0.283 -0.175 -0.611 2.900 -0.136
C -0.699 -0.700 -0.285 -2.624 -0.202 -1.776 -0.711
P -2.311 -0.018 -0.019 -0.638 4.545 1.186 0.702
H -2.472 0.144 1.527 0.630 -0.346 -1.566 -0.049
H -2.904 -1.167 0.027 -1.786 -2.459 -0.159 -0.157
H 1.888 -0.929 1.344 0.030 1.174 -0.993 0.139
H 2.340 -1.064 -0.355 0.470 -0.911 -0.806 0.098
C 0.510 0.127 -0.207 2.929 2.300 -1.804 -0.229
H 0.940 0.647 -1.213 -1.496 -1.215 2.335 0.177
H -1.612 -0.651 -2.178 1.033 -0.251 1.541 0.134
H 0.329 0.898 0.540 0.165 0.278 -0.067 0.109
```
Forces are in eV/Å.

Summary:
energy above the lowest of the compared OMol25 structures with the same formula, charge and spin	8.9299	eV
spin multiplicity	1
orbital gap (spin up / spin down)	7.4 / 7.8	eV
energy	-535.68635	Ha
net charge	0
E_HOMO (spin up / spin down)	-7.94 / -8.24	eV